Density functional theory data (the ωB97M-V functional and the def2-TZVPD basis) for a structure of composition C27H51Br2NO6.

```
87
Properties=species:S:1:pos:R:3:lowdin_charge:R:1
C 5.4836 0.4895 -0.1682 -0.15
C 4.4629 1.5531 -0.5418 -0.75
Br 5.4753 3.1350 -1.0769 0.65
C 3.5310 0.9694 -1.6441 -0.65
Br 4.0552 1.5848 -3.4326 0.67
C 2.0426 1.2767 -1.4730 -0.35
C 1.5513 1.8106 -0.1417 -0.16
N 0.0575 1.6595 -0.2539 0.08
C -0.0878 0.3792 -0.8869 -0.41
O -1.1132 -0.2841 -0.9306 0.07
C 1.2598 -0.0485 -1.4490 -0.06
H 4.9757 -0.3479 0.2992 0.08
H 5.9646 0.1099 -1.0631 0.08
H 6.2508 0.8790 0.4830 0.06
H 3.9031 1.8189 0.3421 0.05
H 3.6883 -0.0965 -1.6650 0.06
H 1.6452 1.9286 -2.2362 0.12
H 1.7569 2.8535 0.0414 0.12
H 1.8110 1.1693 0.6880 0.12
H -0.2912 2.2982 -0.9653 0.12
H 1.2117 -0.5522 -2.3999 0.13
H 1.6857 -0.6604 -0.6611 0.13
C -1.9001 -4.4903 1.0879 -0.16
C -2.3086 -3.4448 0.0526 -0.17
C -1.2416 -3.6268 -1.0058 -0.21
O -0.8523 -5.0054 -0.9743 -0.15
C -1.4008 -5.6239 0.1948 -0.20
H -2.7096 -4.7964 1.7489 0.11
H -1.0821 -4.1096 1.7039 0.11
H -3.2919 -3.6865 -0.3586 0.12
H -2.3396 -2.4240 0.4288 0.09
H -0.3662 -3.0070 -0.7848 0.10
H -1.5900 -3.3774 -2.0077 0.12
H -2.2222 -6.2828 -0.1071 0.12
H -0.6288 -6.2309 0.6694 0.11
C -4.5451 4.1110 -2.0118 -0.16
C -4.5546 2.5953 -2.2004 -0.16
C -3.1430 2.2215 -1.7706 -0.22
O -2.7602 3.1760 -0.7719 -0.16
C -3.6972 4.2563 -0.7555 -0.20
H -5.5369 4.5463 -1.9019 0.11
H -4.0523 4.5933 -2.8590 0.11
H -5.2860 2.1371 -1.5310 0.10
H -4.7811 2.2810 -3.2178 0.11
H -2.4427 2.2931 -2.6136 0.12
H -3.0701 1.2212 -1.3491 0.08
H -4.3120 4.1725 0.1475 0.11
H -3.1512 5.1995 -0.7146 0.12
C 2.9024 -5.2044 -2.0059 -0.16
C 3.9411 -4.5406 -2.9104 -0.16
C 3.5484 -3.0751 -2.8006 -0.21
O 3.0069 -2.9002 -1.4869 -0.17
C 2.7725 -4.1818 -0.8876 -0.19
H 3.2019 -6.1854 -1.6420 0.11
H 1.9516 -5.3110 -2.5314 0.11
H 4.9450 -4.6957 -2.5092 0.11
H 3.9253 -4.9021 -3.9369 0.11
H 2.7803 -2.8144 -3.5372 0.12
H 4.3918 -2.3933 -2.9243 0.11
H 3.5271 -4.3475 -0.1104 0.12
H 1.7857 -4.1828 -0.4233 0.10
C 3.3539 4.9153 3.9991 -0.17
C 2.4620 3.7950 4.5314 -0.17
C 1.9702 3.1535 3.2409 -0.20
O 3.0215 3.3254 2.2846 -0.18
C 3.9900 4.2525 2.7849 -0.20
H 4.0908 5.2691 4.7179 0.11
H 2.7434 5.7659 3.6892 0.11
H 3.0574 3.0821 5.1059 0.11
H 1.6471 4.1444 5.1626 0.11
H 1.0696 3.6501 2.8657 0.12
H 1.7564 2.0894 3.3477 0.12
H 4.8947 3.7005 3.0614 0.12
H 4.2452 4.9590 1.9952 0.11
C -4.1369 -0.2776 1.8892 -0.16
C -5.1416 -1.4073 2.1145 -0.17
C -6.4635 -0.7081 1.8257 -0.20
O -6.1793 0.2950 0.8477 -0.14
C -4.7632 0.4588 0.7146 -0.20
H -3.1262 -0.6201 1.6748 0.10
H -4.0976 0.3714 2.7667 0.12
H -4.9720 -2.2064 1.3887 0.10
H -5.1002 -1.8391 3.1134 0.11
H -6.8594 -0.2215 2.7240 0.12
H -7.2265 -1.3812 1.4335 0.12
H -4.4457 0.0217 -0.2387 0.11
H -4.5243 1.5230 0.7029 0.11
```

Calculated values
ΔE to the lowest compared entry with this formula, charge and spin (kcal/mol): 0.00
Lowest unoccupied orbital energy (eV): 0.603
Multiplicity: 1